w | {
  "formula": "C20H27N3O2",
  "method": "ωB97M-V with the def2-TZVPD basis set",
  "e_lumo_ha": 0.02626,
  "mol_weight_g_mol": 341.455,
  "smiles": "CCN(CC)CCNCC(=O)Nc1ccc(Oc2ccccc2)cc1",
  "orbital_gap_ha": 0.31456,
  "symbols": ["C", "H", "C", "C", "H", "C", "H", "H", "C", "H", "H", "C", "C", "H", "H", "C", "H", "C", "H", "H", "H", "C", "H", "H", "C", "H", "N", "C", "O", "C", "H", "H", "H", "C", "H", "N", "C", "C", "C", "N", "H", "H", "H", "H", "H", "H", "C", "H", "O", "C", "C", "H"],
  "positions_angstrom": [[-5.13712, -1.62352, 4.60999], [2.57544, 0.93301, -2.81458], [0.82452, -0.58498, -0.35114], [-0.13424, -1.22274, -1.13703], [0.03326, -1.37465, 1.38399], [1.37267, 3.27958, -5.40611], [2.54751, 0.68173, -0.36749], [-6.06932, -1.47202, 4.07227], [-0.13021, -1.07350, -2.50793], [-0.86776, -1.56630, -3.12179], [-3.69605, 0.05280, 6.35840], [-0.59886, -1.94230, 4.60451], [-2.03169, 1.27962, 5.76848], [1.90564, -0.26571, -6.79793], [-2.43819, -2.61844, 3.75020], [1.54231, -0.23397, 2.00560], [-2.57769, 1.87348, 5.03978], [-2.12068, -2.09668, 4.65521], [1.36284, 0.03494, 4.12740], [-0.87676, -0.40800, 3.34915], [-5.30223, -1.38149, 5.65753], [1.21604, 0.89997, -5.15121], [-0.12711, -2.92937, 4.55999], [-0.88800, -1.83719, -0.66567], [0.83801, -0.28430, -3.12168], [-2.02094, 1.81346, 6.71559], [-2.75282, -0.79305, 4.66679], [1.76676, 0.73484, -6.41889], [0.82927, -0.23675, -4.49270], [1.93154, 3.11653, -6.66201], [-1.00795, 1.16921, 5.42065], [-0.24538, -1.43958, 5.51923], [-3.89017, -1.01626, 2.96094], [-4.04162, -0.73526, 4.00821], [1.21095, 4.27127, -5.01002], [0.77075, -0.77083, 1.02981], [1.13414, -0.74752, 3.38712], [1.79764, 0.19581, -0.96885], [1.80618, 0.33996, -2.34240], [-0.24217, -1.20380, 3.40569], [-4.36930, 0.30734, 4.02723], [2.54992, 1.70501, -8.14882], [0.56030, 2.31150, -3.67550], [1.78222, -1.60364, 3.61003], [-4.86352, -2.67343, 4.53884], [2.21361, 3.97934, -7.24610], [1.00993, 2.18065, -4.64901], [-2.39172, -2.71527, 5.52608], [2.46404, 0.53655, 1.84902], [2.12060, 1.84076, -7.16727], [-2.69244, -0.08810, 5.93901], [-2.12004, -0.67781, 6.66077]],
  "lowdin_charge": [-0.08, 0.12, -0.22, -0.02, 0.12, -0.08, 0.10, 0.07, 0.00, 0.12, 0.11, -0.21, -0.08, 0.12, 0.12, -0.46, 0.07, -0.20, 0.13, 0.11, 0.06, -0.26, 0.12, 0.11, -0.27, 0.07, -0.22, -0.01, 0.03, -0.10, 0.06, 0.11, 0.11, -0.25, 0.10, 0.12, -0.13, 0.01, -0.01, -0.09, 0.11, 0.10, 0.12, 0.13, 0.06, 0.10, -0.02, 0.12, 0.06, -0.09, -0.25, 0.11]
}

---

x | {
  "formula": "C20H27N3O2",
  "method": "ωB97M-V with the def2-TZVPD basis set",
  "e_lumo_ha": 0.02022,
  "mol_weight_g_mol": 341.455,
  "smiles": "O=C(NC1CCCCCC1)C1CCN(c2nc3ccccc3o2)CC1",
  "orbital_gap_ha": 0.30127,
  "symbols": ["H", "C", "H", "H", "C", "C", "H", "C", "H", "H", "C", "H", "C", "H", "N", "C", "C", "H", "H", "C", "H", "C", "C", "O", "C", "H", "O", "C", "C", "H", "H", "H", "C", "N", "C", "H", "C", "H", "H", "H", "H", "H", "H", "H", "N", "H", "C", "H", "C", "H", "C", "H"],
  "positions_angstrom": [[-1.07528, 1.04781, 7.03498], [1.98244, -2.39403, -2.98118], [-2.20847, 2.77807, 8.13091], [-1.58088, 2.01588, 0.58589], [0.39473, -3.24540, -5.30225], [-0.69131, -0.03145, -0.01883], [0.32582, 3.44790, 0.95789], [-0.32936, -2.11132, -5.06495], [1.59567, -0.91822, -5.23837], [1.17558, -4.36188, -2.15454], [0.80649, 0.08944, 2.20759], [-0.71238, -1.43945, -5.97268], [-0.30024, -0.46650, 1.38799], [1.45502, -3.30560, -5.65993], [0.68162, 1.64077, 2.11289], [0.67856, -0.07122, -0.87080], [0.61120, -0.73765, -4.66991], [-2.68884, 5.14774, 7.02658], [-0.50143, -4.81086, -3.83152], [1.05139, -3.46618, -2.90198], [1.86217, -0.02109, 1.50391], [-1.87349, 4.43207, 5.19982], [-0.08292, 2.20001, 3.22707], [1.94470, 0.11223, -0.65657], [1.17556, -0.92004, -3.27590], [2.34863, -0.38115, -3.07944], [0.01476, 1.42873, 4.39739], [-1.10033, 2.20724, 5.21716], [-2.31310, 4.33078, 6.37194], [1.19378, -5.05984, -4.37613], [0.81004, -0.28384, 3.15943], [1.43886, 2.33738, 0.43375], [0.52484, 2.27915, 0.79766], [0.31220, -0.69800, -2.00104], [0.40809, -4.28716, -4.12573], [2.52440, -2.45752, -1.88375], [-0.69330, 1.55934, 0.00129], [-1.42939, -0.29404, -0.48911], [-1.83931, 5.27639, 4.58072], [-0.90549, -2.08079, -4.32650], [0.10764, -3.18286, -2.30297], [0.12653, 0.07992, -4.64392], [-0.05067, -1.38288, 1.10839], [-0.64503, -0.82527, -2.36507], [-0.72764, 3.22157, 3.30861], [-0.72011, 2.27450, -0.82094], [-2.00285, 3.09042, 7.06716], [-1.26386, -0.44469, 1.90279], [-1.32057, 3.40902, 4.46468], [2.84489, -2.81291, -3.69393], [-1.27358, 1.86937, 6.65829], [-0.06576, -3.78394, -6.13686]],
  "lowdin_charge": [0.01, -0.19, 0.10, 0.13, -0.29, -0.13, 0.16, -0.18, 0.15, 0.13, -0.08, 0.16, -0.15, 0.13, -0.03, -0.37, -0.09, 0.13, 0.10, -0.33, 0.19, -0.10, -0.37, -0.02, -0.23, 0.19, 0.04, 0.00, -0.11, 0.11, 0.08, 0.04, -0.14, 0.08, -0.16, 0.16, -0.10, 0.04, 0.11, 0.02, 0.11, 0.03, 0.07, 0.15, 0.17, 0.10, -0.05, 0.14, -0.23, 0.15, 0.08, 0.11]
}

---

y | {
  "formula": "C20H27N3O2",
  "method": "ωB97M-V with the def2-TZVPD basis set",
  "e_lumo_ha": 0.02608,
  "mol_weight_g_mol": 341.455,
  "smiles": "C=C(C)CN(CC)C(=O)CCc1nnc(CCCc2ccccc2)o1",
  "orbital_gap_ha": 0.35042,
  "symbols": ["H", "N", "C", "C", "H", "C", "H", "C", "C", "H", "H", "H", "C", "H", "H", "H", "H", "H", "H", "C", "H", "H", "H", "C", "C", "H", "H", "H", "C", "H", "C", "H", "H", "C", "N", "C", "H", "C", "H", "H", "C", "C", "C", "O", "C", "H", "C", "N", "O", "H", "C", "H"],
  "positions_angstrom": [[-0.94545, 2.16881, 0.64067], [1.71565, 1.26657, -2.54403], [3.08697, -0.36086, -1.25825], [-1.77582, -1.70113, -2.19019], [-0.04917, 0.97335, 3.31484], [-0.09105, 0.98348, 2.22261], [-0.94566, -0.05690, -5.14891], [2.94582, 0.47532, 0.01515], [-5.18148, -2.30122, -0.63673], [5.34246, 1.00577, 3.57933], [-1.94228, 2.07947, 2.09716], [-0.44848, -1.68133, -4.60505], [-1.97046, -0.74697, -3.37447], [-6.01557, -1.32668, 1.07743], [-6.05309, -2.91694, -0.80746], [-1.65082, -2.72004, -2.56441], [-2.06646, -0.13164, -0.03801], [-4.10647, -3.10895, -2.29924], [-0.87866, -1.42333, -1.63541], [1.54067, 0.32609, 0.57810], [-2.82555, -1.07473, -3.96949], [-0.53813, 0.04757, 1.87967], [-2.18424, 0.25605, -3.00004], [-2.95767, -1.62699, -1.26750], [-4.03964, -0.62554, 0.63680], [2.94456, -1.42045, -1.04316], [-0.50573, 3.10725, 2.06918], [1.65753, 2.49067, 3.08972], [0.39745, -0.07428, -3.53634], [3.10842, 1.52456, -0.23723], [2.83649, -0.00571, 3.93597], [4.88973, 2.34484, 2.41982], [4.07751, -0.21004, -1.69241], [-2.94698, -0.73377, -0.20393], [0.66142, 1.18076, -3.38626], [-5.16103, -1.40903, 0.42139], [2.66589, 2.59182, 1.64514], [2.21610, 1.89632, 2.36037], [2.28404, -0.71919, 3.32593], [2.16840, 0.34677, 4.72148], [-0.92379, 2.16243, 1.72767], [-0.73081, -0.67878, -4.27975], [2.03946, 0.05721, -2.22182], [0.70791, -0.38875, 0.04686], [-4.08646, -2.40783, -1.47629], [-4.01890, 0.07035, 1.46371], [4.57112, 1.51428, 3.02679], [1.26354, 1.02940, 1.69870], [1.25465, -0.84970, -2.83338], [3.68414, 0.17226, 0.75817], [3.30281, 1.14435, 3.09862], [3.67713, -0.51500, 4.39850]],
  "lowdin_charge": [0.08, 0.10, -0.09, -0.15, 0.12, -0.20, 0.12, -0.08, -0.09, 0.06, 0.07, 0.12, -0.17, 0.10, 0.10, 0.12, 0.09, 0.11, 0.10, -0.43, 0.12, 0.11, 0.12, -0.23, -0.08, 0.13, 0.07, 0.13, -0.36, 0.12, -0.05, 0.07, 0.13, -0.03, 0.10, -0.10, 0.13, -0.13, 0.08, 0.08, -0.06, -0.11, -0.37, 0.06, -0.05, 0.10, 0.05, -0.07, 0.13, 0.11, -0.36, 0.08]
}

---

Which structure is most stable, and how do the rest compare? From most to least stable: w, y, x.